The following is a quantum chemistry calculation of the molecule C22H24N2O3S, from the OMol25 dataset.

Each line ends with the Löwdin charge.
Geometry (Å):
1 C -6.30 -3.08 0.90  -0.1157
2 O -5.13 -2.79 0.18  -0.1890
3 C -4.88 -1.41 0.05  -0.2552
4 C -3.58 -1.22 -0.73  -0.1511
5 C -2.38 -1.74 0.06  -0.1721
6 N -1.16 -1.50 -0.67  0.0810
7 C -0.14 -2.36 -0.71  -0.4674
8 O -0.12 -3.45 -0.17  0.0586
9 C 1.06 -1.83 -1.52  -0.0271
10 N 1.75 -0.76 -0.81  0.0269
11 C 1.26 0.50 -0.98  -0.4476
12 O 0.28 0.71 -1.68  0.0595
13 C 1.98 1.61 -0.32  -0.4192
14 C 1.39 2.71 0.15  -0.0423
15 C -0.05 2.88 0.27  -0.2226
16 C -0.64 4.11 -0.05  -0.0209
17 C -2.01 4.28 0.05  -0.0391
18 C -2.83 3.25 0.50  -0.2742
19 C -4.31 3.46 0.61  -0.0481
20 C -2.24 2.05 0.87  -0.0376
21 C -0.87 1.86 0.75  -0.0274
22 S 3.75 1.49 -0.37  1.0469
23 C 3.87 -0.17 0.23  -0.4429
24 C 5.00 -0.54 0.94  -0.1067
25 C 5.11 -1.81 1.47  -0.0870
26 C 4.07 -2.71 1.30  -0.0714
27 C 2.95 -2.35 0.58  -0.0017
28 C 2.84 -1.09 0.00  -0.1979
29 H -6.38 -4.16 0.93  0.0890
30 H -7.18 -2.66 0.40  0.0878
31 H -6.24 -2.68 1.92  0.0888
32 H -5.71 -0.93 -0.49  0.1251
33 H -4.81 -0.95 1.04  0.1214
34 H -3.45 -0.15 -0.94  0.1087
35 H -3.65 -1.75 -1.67  0.1246
36 H -2.34 -1.24 1.04  0.1215
37 H -2.47 -2.82 0.22  0.1252
38 H -1.05 -0.60 -1.12  0.1093
39 H 1.76 -2.64 -1.71  0.1376
40 H 0.70 -1.42 -2.47  0.1362
41 H 2.01 3.54 0.46  0.1171
42 H -0.02 4.91 -0.41  0.1153
43 H -2.45 5.23 -0.23  0.1141
44 H -4.71 3.78 -0.35  0.0826
45 H -4.53 4.23 1.35  0.0838
46 H -4.81 2.54 0.91  0.0700
47 H -2.85 1.25 1.25  0.0999
48 H -0.43 0.93 1.06  0.1196
49 H 5.79 0.19 1.08  0.1024
50 H 5.99 -2.09 2.02  0.1034
51 H 4.13 -3.70 1.73  0.1065
52 H 2.14 -3.06 0.47  0.1013

Values from the calculation:
E_HOMO = -8.18 eV
Total energy = -1586.17725 a.u.
Relative energy (zero: lowest compared OMol25 entry of this formula, charge and spin) = 4.5 kcal per mole
SMILES = COCCCNC(=O)CN1C(=O)/C(=C\c2ccc(C)cc2)Sc2ccccc21

The following is a quantum chemistry calculation of the molecule C22H24N2O5S2, from the OMol25 dataset.

Each line ends with the Löwdin charge.
Geometry (Å):
1 O -3.20 -2.38 0.08  -0.2784
2 S -3.60 -1.09 0.56  0.6565
3 O -4.08 -0.97 1.90  -0.2791
4 C -2.19 0.02 0.38  -0.2666
5 C -1.17 -0.34 -0.48  -0.0417
6 C -0.04 0.47 -0.56  -0.0242
7 C 0.03 1.60 0.23  -0.2493
8 S 1.55 2.54 0.23  0.6844
9 O 1.85 2.98 -1.10  -0.2772
10 O 1.46 3.54 1.26  -0.2790
11 N 2.64 1.36 0.63  -0.2260
12 C 3.92 1.30 -0.05  -0.1420
13 C 4.18 -0.09 -0.56  -0.2170
14 C 3.52 -0.54 -1.70  -0.0420
15 C 3.70 -1.83 -2.15  -0.0744
16 C 4.55 -2.69 -1.48  -0.0893
17 C 5.22 -2.25 -0.35  -0.0862
18 C 5.04 -0.96 0.11  -0.0548
19 C 2.51 0.83 1.97  -0.0939
20 C 1.64 -0.38 2.00  -0.2566
21 C 1.79 -1.64 1.48  -0.0065
22 C 0.60 -2.34 1.78  -0.0432
23 C -0.19 -1.47 2.46  -0.1147
24 O 0.43 -0.28 2.59  0.0398
25 C -0.99 1.95 1.09  -0.0250
26 C -2.12 1.15 1.17  -0.0482
27 N -4.81 -0.56 -0.45  -0.2322
28 C -5.38 0.74 -0.14  -0.1848
29 C -4.68 1.75 -1.06  -0.1472
30 C -4.06 0.89 -2.18  -0.1473
31 C -4.50 -0.55 -1.86  -0.1854
32 H -1.26 -1.25 -1.05  0.1228
33 H 0.79 0.21 -1.20  0.1088
34 H 4.73 1.62 0.62  0.1326
35 H 3.85 2.00 -0.88  0.1171
36 H 2.88 0.15 -2.24  0.1124
37 H 3.18 -2.17 -3.04  0.1043
38 H 4.69 -3.70 -1.83  0.1024
39 H 5.89 -2.92 0.18  0.1045
40 H 5.56 -0.62 0.99  0.1124
41 H 2.06 1.60 2.60  0.1297
42 H 3.51 0.59 2.36  0.1375
43 H 2.64 -2.01 0.95  0.0964
44 H 0.36 -3.35 1.52  0.1066
45 H -1.18 -1.56 2.87  0.1272
46 H -0.87 2.84 1.70  0.1215
47 H -2.92 1.37 1.86  0.1222
48 H -5.25 0.93 0.93  0.1084
49 H -6.45 0.69 -0.35  0.1259
50 H -5.40 2.47 -1.45  0.1064
51 H -3.91 2.30 -0.52  0.0928
52 H -4.41 1.19 -3.17  0.1072
53 H -2.97 0.97 -2.17  0.0949
54 H -3.74 -1.30 -2.06  0.1105
55 H -5.41 -0.80 -2.41  0.1268

Values from the calculation:
E_HOMO = -8.59 eV
Total energy = -2134.77692 a.u.
Relative energy (zero: lowest compared OMol25 entry of this formula, charge and spin) = 14.8 kcal per mole
SMILES = O=S(=O)(c1ccc(S(=O)(=O)N(Cc2ccccc2)Cc2ccco2)cc1)N1CCCC1

In order of appearance, gap between HOMO and LUMO = 0.305, 0.315 hartree.